Computed, not measured: a single C23H23N5O2S molecule, with ωB97M-V/def2-TZVPD.

Properties
**ΔE to the lowest compared entry with this formula, charge and spin**: 45.3 kcal/mol
**Gap between HOMO and LUMO**: 0.3248 Eh
**Spin multiplicity**: 1
**E_HOMO**: -8.477 eV
**SMILES**: Cc1cc(C)c(NC(=O)CSc2nnc(-c3ccncc3)n2Cc2ccco2)c(C)c1

The geometry in XYZ format:
```
54
Properties=species:S:1:pos:R:3:forces:R:3
C 0.657503 5.620824 2.147822 0.0 0.0 0.0
C -0.184766 4.412443 1.870747 0.0 0.0 0.0
C -0.356422 3.421241 2.825914 0.0 0.0 -0.1
C -1.115130 2.291812 2.563872 0.0 -0.1 -0.1
C -1.290276 1.232507 3.613408 0.0 0.1 -0.1
C -1.717747 2.156808 1.309990 0.3 0.2 0.1
N -2.481645 0.988590 1.068668 -0.3 0.4 0.5
C -2.288328 0.102980 0.061380 -0.3 -0.5 -0.2
O -1.526672 0.258043 -0.866591 0.0 0.0 -0.1
C -3.076188 -1.185240 0.247319 0.5 -0.1 0.0
S -1.899463 -2.344842 1.040583 -0.4 -0.1 0.2
C -1.140842 -2.911681 -0.419898 0.0 -0.1 0.1
N -1.772690 -3.255506 -1.508075 -0.6 0.3 0.8
N -0.857113 -3.629716 -2.401321 0.8 -0.3 -1.0
C 0.327028 -3.531439 -1.852825 -0.3 0.0 0.3
C 1.571444 -3.878928 -2.519317 0.5 -0.1 -0.3
C 2.550984 -4.659758 -1.907871 -0.1 0.1 -0.2
C 3.700630 -4.949188 -2.625028 0.0 -0.1 0.3
N 3.917907 -4.530691 -3.859100 0.4 -0.1 -0.2
C 2.976810 -3.809048 -4.445173 -0.2 0.1 -0.1
C 1.788843 -3.455090 -3.828685 0.0 -0.1 0.3
N 0.205948 -3.083297 -0.562077 -0.6 -0.4 -0.5
C 1.228857 -2.579784 0.324689 0.4 0.6 -0.1
C 1.312080 -1.089490 0.207208 -0.1 0.1 0.9
C 1.212655 -0.092499 1.130710 0.1 -0.6 -0.4
C 1.355398 1.120620 0.414353 0.2 0.0 -0.6
C 1.519464 0.765193 -0.886850 0.0 0.8 0.6
O 1.504562 -0.567837 -1.022567 0.0 -0.6 -0.2
C -1.595759 3.157789 0.345032 -0.1 0.0 0.0
C -2.302644 3.068007 -0.968763 0.1 0.0 -0.1
C -0.815868 4.265831 0.643964 0.0 -0.1 0.1
H 0.093267 6.531377 1.953049 0.0 0.1 0.0
H 1.532466 5.627666 1.498195 0.1 0.1 0.0
H 0.994698 5.633179 3.181062 0.0 0.1 0.1
H 0.116318 3.524368 3.792398 0.1 0.0 0.1
H -0.596605 1.395691 4.434011 0.0 0.0 0.1
H -1.116606 0.238313 3.203068 0.0 -0.1 0.0
H -2.302579 1.259614 4.021795 -0.1 -0.1 0.1
H -3.020070 0.669194 1.861532 0.0 -0.1 -0.2
H -3.936044 -1.086232 0.906134 0.0 0.0 0.0
H -3.353319 -1.632911 -0.705050 -0.1 0.1 0.1
H 2.410680 -5.062650 -0.915376 0.0 0.0 0.1
H 4.488509 -5.550119 -2.189353 0.0 -0.1 0.1
H 3.191611 -3.499716 -5.459486 -0.1 0.1 -0.1
H 1.040500 -2.866188 -4.332836 -0.1 0.1 -0.1
H 0.984992 -2.853553 1.354156 0.1 0.1 -0.1
H 2.181446 -3.034701 0.038153 -0.2 0.0 0.1
H 1.066503 -0.208889 2.184673 -0.1 -0.1 0.2
H 1.323112 2.111271 0.816773 0.0 0.3 0.0
H 1.644384 1.345029 -1.778686 0.0 0.0 -0.2
H -1.822497 2.321989 -1.600843 -0.1 0.0 0.0
H -2.285208 4.027341 -1.479071 -0.1 0.1 0.0
H -3.337529 2.758754 -0.826421 -0.1 0.0 0.0
H -0.706591 5.042520 -0.099395 0.0 0.1 -0.1
```
Positions in Å, forces in eV/Å.